Entry 1:
Density functional theory data (ωB97M-V with the def2-TZVPD basis set) for 3 unconnected molecules or ions with the total composition C3H12NO2S.

Computed properties:
HOMO-LUMO gap, eV: 5.54
LUMO level, Eh: -0.32391
F_max, eV/A: 1.3

ORCA input file:
```
! wB97M-V def2-TZVPD RIJCOSX def2/J DEFGRID3
* xyz 1 1
C -2.20858 0.58928 -0.59437
O -3.39474 0.20956 0.06623
C -1.10506 -0.00563 0.26977
C 0.32410 0.49731 -0.19054
S 1.50579 -0.37479 0.70117
N -1.24209 -1.41761 0.28766
H -2.13012 1.65342 -0.66104
H -2.15923 0.18631 -1.60876
H -4.17229 0.55377 -0.38381
H -1.22695 0.41251 1.26890
H 0.33985 1.57851 -0.10130
H 0.48216 0.14238 -1.22337
H 6.00674 -3.37006 0.97227
H 5.30690 -3.51837 1.08569
H -0.53650 -1.90943 0.81478
H -2.20873 -1.69197 0.43462
H 3.72405 1.52642 -1.58226
H 2.94014 1.67222 -0.24209
O 2.85342 1.45818 -1.17613
*
```

Atom charges from the Mulliken analysis, given in e for atoms 1 to 8: -0.784 -0.527 0.208 -0.394 0.135 -0.444 0.423 0.407

---

Entry 2:
Density functional theory data (ωB97M-V with the def2-TZVPD basis set) for a single H4N4O molecule.

Computed properties:
HOMO-LUMO gap, eV: 9.53
LUMO level, Eh: 0.03488
F_max, eV/A: 4.6

ORCA input file:
```
! wB97M-V def2-TZVPD RIJCOSX def2/J DEFGRID3
* xyz 0 1
N 0.59431 -0.43427 0.16982
N 1.71101 0.34911 0.30720
N -1.68222 -0.44141 0.20620
N -0.51544 0.29770 0.13441
O -0.48983 1.53434 0.16299
H 1.32727 1.33479 0.18012
H 2.34242 0.16639 -0.48851
H -1.57216 -1.25218 0.68697
H -2.63438 0.04833 0.19883
*
```

Atom charges from the Mulliken analysis, given in e for atoms 1 to 8: -0.448 -0.426 -0.562 1.140 -0.778 0.294 0.270 0.226

---

Entry 3:
Density functional theory data (ωB97M-V with the def2-TZVPD basis set) for 7 unconnected molecules or ions with the total composition H15O7.

Computed properties:
HOMO-LUMO gap, eV: 11.31
LUMO level, Eh: -0.13032
F_max, eV/A: 2.5

ORCA input file:
```
! wB97M-V def2-TZVPD RIJCOSX def2/J DEFGRID3
* xyz 1 1
O -17.26300 4.78100 2.95600
H -17.04800 4.84800 1.95900
H -16.58000 5.33700 3.42500
H -16.98400 3.87700 3.18700
O -16.22200 7.69900 2.32500
H -15.91100 7.97200 1.45000
H -15.44100 7.62200 2.80400
O -15.12600 2.96400 3.15600
H -14.55600 3.69200 2.87400
H -15.39100 3.25700 4.10300
O -17.67300 2.40700 1.50800
H -16.96000 1.87100 1.76100
H -17.70900 2.44600 0.55400
O -15.94500 4.77500 0.48600
H -16.54100 4.92600 -0.24200
H -15.06100 4.99000 0.15100
O -16.12000 3.68700 5.52500
H -16.50200 2.84100 5.71400
H -15.44000 3.96400 6.10800
O -14.73100 5.81500 3.84900
H -14.68700 6.63500 4.38000
H -14.29400 6.08700 3.06600
*
```

Atom charges from the Mulliken analysis, given in e for atoms 1 to 8: -0.309 0.471 0.457 0.386 -0.571 0.336 0.244 -0.641

---

Entry 4:
Density functional theory data (ωB97M-V with the def2-TZVPD basis set) for a molecular structure, C26H31BrF6InN8Sb.

Computed properties:
HOMO-LUMO gap (alpha / beta), eV: 8.05 / 5.37
LUMO level (alpha / beta), Eh: -0.30569 / -0.40448
Expectation value of S²: 0.779
F_max, eV/A: 3.8

ORCA input file:
```
! wB97M-V def2-TZVPD RIJCOSX def2/J DEFGRID3
* xyz 3 2
In 1.40365 -0.26460 -0.14103
C 4.36931 -0.06520 0.30228
C 4.29497 -1.23286 -0.67172
N 3.09875 -1.13744 -1.52509
C 3.22967 -0.31385 -2.72833
C 2.72334 1.09871 -2.56758
C 2.85357 2.08948 -3.54851
C 2.46585 3.42514 -3.30982
C 1.83480 3.74874 -2.08731
C 1.64806 2.68208 -1.22147
C 0.70010 2.86045 -0.01232
N 0.76640 1.67911 1.00735
C 1.71314 1.79858 2.16136
C 3.10352 1.37530 1.79623
N 3.19131 0.02872 1.19843
N 2.11589 1.43054 -1.46934
H 4.48792 0.87835 -0.23290
H 5.21447 -0.27888 0.99215
H 4.20576 -2.11199 -0.07951
H 5.22305 -1.23844 -1.33829
H 2.76995 -2.01937 -1.82127
H 2.61217 -0.69544 -3.49048
H 4.23535 -0.21530 -3.14285
H 3.21725 1.87523 -4.59799
H 2.63354 4.16644 -4.04766
H 1.46590 4.76643 -2.01350
H -0.27944 2.94054 -0.34360
H 0.76268 3.91291 0.34475
H -0.11731 1.53827 1.40518
H 1.35594 1.18701 2.96604
H 1.65310 2.83758 2.53294
H 3.70696 1.59193 2.62352
H 3.49042 2.06545 1.00166
H 3.11821 -0.64729 1.96025
N -2.57199 -0.38322 2.39522
C -2.62563 -0.87461 1.01844
C -3.55305 -1.99487 0.72123
C -3.47262 -2.60689 -0.43490
C -2.51605 -2.12097 -1.42451
C -1.70756 -0.92915 -1.06229
N -1.79767 -0.36610 0.23129
C -3.65962 0.14789 2.92953
C -3.62505 0.47910 4.33686
C -4.75062 0.87495 4.95375
C -6.00218 1.00597 4.21253
C -5.81067 0.90810 2.78833
N -4.74891 0.47082 2.16947
H -1.78877 -0.71994 2.98332
H -4.16237 -2.35741 1.55244
H -4.02289 -3.51948 -0.64287
H -2.16205 -2.86042 -2.04123
H -0.43787 0.12779 -2.15611
H -2.68586 0.42197 4.89858
H -4.73091 1.04905 6.01060
H -6.92694 1.13074 4.71391
H -6.64020 1.22685 2.10683
F 1.98836 -2.64341 0.68913
Sb 0.89683 -2.88566 2.35184
F 0.48642 -1.03637 1.68382
F -0.67885 -3.31851 1.32327
F -0.23652 -2.42050 3.81719
F 2.34223 -2.00154 3.28741
F 1.49715 -4.61726 2.53730
Br -3.67976 1.05662 -4.04933
C -2.47763 -0.24634 -3.47578
C -1.36293 -0.62016 -4.17111
C -0.37662 -1.61298 -3.80548
C 0.11443 -1.80316 -2.57681
N -0.27507 -0.74240 -1.58283
C -2.84542 -0.73933 -2.09377
H -1.38928 -0.29740 -5.22186
H -0.15616 -2.24029 -4.64074
H 1.01340 -2.44391 -2.46916
H -3.72931 -0.25394 -1.76504
*
```

Atom charges from the Mulliken analysis, given in e for atoms 1 to 8: 2.624 -0.732 -1.022 -0.134 -1.722 0.996 -0.996 -0.547

---

Entry 5:
Density functional theory data (ωB97M-V with the def2-TZVPD basis set) for a molecular structure, C32H64O16S8.

Computed properties:
HOMO-LUMO gap, eV: 10.00
LUMO level, Eh: -0.00073
F_max, eV/A: 11.2

ORCA input file:
```
! wB97M-V def2-TZVPD RIJCOSX def2/J DEFGRID3
* xyz 0 1
C -3.57570 7.09854 -0.82861
C -2.77370 7.35154 0.38939
C -1.45470 6.60654 0.16539
S -1.63970 5.41754 -1.11761
O -1.49770 4.15454 -0.47161
O -0.97270 5.74254 -2.32661
C -3.49170 5.71254 -1.24961
H -3.43470 7.71054 -1.60661
H -4.64470 7.38654 -0.55661
H -3.06670 6.76454 1.48939
H -2.58870 8.52154 0.75839
H -1.26570 6.08154 0.98439
H -0.66170 7.34954 -0.00361
H -4.07070 4.88354 -0.74261
H -3.63570 5.49954 -2.49961
C 0.56730 -5.98146 -0.47561
C -0.65670 -5.65846 -1.29561
C -1.63970 -6.92846 -1.37461
S -1.25470 -7.75546 0.15139
O -0.72070 -9.03946 -0.30261
O -2.31270 -7.63646 1.10439
C 0.05130 -6.81446 0.68739
H 1.42230 -5.15846 -0.32261
H 1.27930 -6.76146 -0.96461
H -0.34970 -5.36046 -2.26261
H -1.35470 -4.84946 -0.94161
H -1.34270 -7.38146 -2.24861
H -2.90670 -6.52646 -1.64961
H 0.75630 -7.49846 1.29339
H -0.28070 -6.13846 1.41239
C -5.43370 -0.78146 -0.49661
C -5.22070 -2.36646 -0.39761
C -5.08270 -3.01546 -1.77061
S -5.61070 -1.73046 -2.90761
O -6.66870 -2.21346 -3.70961
O -4.52570 -1.05446 -3.60361
C -6.35070 -0.64346 -1.76361
H -4.31170 -0.39146 -0.59261
H -5.84170 -0.38246 0.47339
H -6.20770 -2.78546 -0.07461
H -4.54370 -2.55746 0.46639
H -5.63070 -3.88446 -1.74961
H -4.10970 -3.23346 -1.93561
H -7.53170 -0.94446 -1.40561
H -6.48370 0.43654 -1.98361
C 4.15930 -0.47746 -2.76061
C 4.83030 -1.37346 -3.72361
C 3.95130 -2.59946 -4.05961
S 3.35030 -2.92846 -2.43661
O 4.44830 -3.29846 -1.64061
O 2.15330 -3.63746 -2.44261
C 2.96830 -1.23046 -1.99361
H 3.51130 0.25254 -3.28861
H 4.79330 -0.17946 -1.88661
H 5.77730 -1.69346 -3.07661
H 5.13930 -0.97746 -4.51761
H 4.51030 -3.51546 -4.43461
H 3.10930 -2.53746 -4.57661
H 3.20530 -1.09746 -0.93961
H 1.88830 -0.96946 -2.36461
C -0.92070 -0.01446 -2.28461
C -1.31570 -1.48846 -2.04161
C -0.57470 -1.88346 -0.78361
S -0.39070 -0.39246 0.22639
O 1.00730 -0.29546 0.57239
O -1.45070 -0.42946 1.20839
C -0.69970 0.83754 -0.96361
H -1.60370 0.50354 -2.92061
H -0.24470 0.18454 -3.02761
H -0.91270 -2.10746 -2.71061
H -2.47070 -1.63946 -1.84561
H 0.40330 -2.27046 -1.02861
H -0.93270 -2.77746 -0.31961
H 0.25730 1.32154 -0.89261
H -1.50770 1.46554 -0.66661
C 2.84830 -3.07946 5.22239
C 1.65630 -2.12246 4.76639
C 1.65730 -2.08546 3.27639
S 2.13230 -3.62746 2.70939
O 2.61430 -3.70646 1.34539
O 1.04330 -4.51746 3.12539
C 3.40230 -3.91346 3.89339
H 2.66230 -3.70246 6.01339
H 3.59430 -2.41546 5.42839
H 1.59230 -1.16746 5.24639
H 0.73730 -2.69646 5.14839
H 2.26830 -1.31446 2.82139
H 0.58930 -1.62246 3.00039
H 4.33430 -3.50546 3.30339
H 3.56530 -5.01446 4.19939
C 3.15230 2.80854 -0.65761
C 2.80230 2.95954 -2.13061
C 2.47330 4.39454 -2.37261
S 2.86430 5.35554 -0.93761
O 1.72930 5.55554 -0.12061
O 3.73630 6.38354 -1.50161
C 3.89730 4.10954 -0.20861
H 3.80430 1.86754 -0.52861
H 2.11330 2.58154 0.00739
H 1.99030 2.30854 -2.14261
H 3.53630 2.50654 -2.74861
H 1.36330 4.38154 -2.53961
H 2.97330 4.89354 -3.41861
H 3.69730 4.13254 0.80839
H 4.87830 3.93954 -0.74661
C -0.29970 3.60454 2.69639
C -0.18670 2.19454 3.38039
C 0.08030 2.57554 4.89739
S 1.06030 3.99254 4.86239
O 2.43230 3.58654 5.05239
O 0.42330 5.04654 5.59139
C 0.84530 4.35754 3.25139
H -1.14070 4.29254 3.07039
H -0.46870 3.36354 1.83639
H 0.85030 1.68954 2.78739
H -1.01570 1.62954 3.20539
H 0.62130 1.75454 5.47139
H -0.92270 2.74154 5.43039
H 1.72630 4.11754 2.78339
H 0.91730 5.37054 3.29839
*
```

Atom charges from the Mulliken analysis, given in e for atoms 1 to 8: -0.760 -0.363 0.071 0.948 -0.467 -0.660 -0.590 0.396

---

Entry 6:
Density functional theory data (ωB97M-V with the def2-TZVPD basis set) for a molecular structure, C5H9CaO2.

Computed properties:
HOMO-LUMO gap, eV: 3.66
LUMO level, Eh: -0.21970
F_max, eV/A: 1.3

ORCA input file:
```
! wB97M-V def2-TZVPD RIJCOSX def2/J DEFGRID3
* xyz 1 1
C 1.68749 -1.29535 0.64718
C 1.37123 -0.14040 -0.13627
C 0.41808 0.94510 0.48264
C -0.97553 1.03343 -0.14105
C -1.84193 -0.14374 0.24721
O -2.42514 -0.25969 1.27485
O -1.84151 -1.07244 -0.74819
H 2.12604 -1.13887 1.62441
H 0.99761 -2.13061 0.62367
H 0.95399 -0.56546 -1.08246
H 2.31566 0.40119 -0.43045
H 0.30243 0.70271 1.53598
H 0.89386 1.92806 0.42033
H -0.97004 1.10646 -1.24463
H -1.45321 1.95622 0.18177
H -2.30614 -1.86213 -0.43204
Ca 0.74711 0.53553 -2.82296
*
```

Atom charges from the Mulliken analysis, given in e for atoms 1 to 8: -1.034 -0.086 -0.384 -0.152 0.404 -0.480 -0.394 0.366

---

DFT total energy? In order: -724.48512; -296.51377; -535.40319; -5050.13730; -5646.39833; -1023.59686 Eh.